Record 1
A cluster of 6 separate species, C26H43N3O10 in total at a distorted geometry. Source: OMol25; level of theory: ωB97M-V/def2-TZVPD.

Its SMILES is O=[N+]([O-])c1ccccc1.O=[N+]([O-])c1ccccc1.COCCOC.COCCOC.COCCOC.CC#N. As for the energy relative to the best compared isomer or geometry (same formula, charge and spin): 0.0 kJ/mol. Its HOMO energy is -9.2734 eV. The calculation puts the HOMO-LUMO gap at 8.549 eV. As for the molar mass: 557.6 g mol⁻¹.

ORCA input file:
```
! RIJCOSX wB97M-V def2-TZVPD def2/J DEFGRID3
* xyz 0 1
O 2.410 1.970 1.170
N 1.998 0.975 1.753
O 2.703 0.170 2.294
C 0.563 0.776 1.662
C -0.004 -0.428 2.006
C -1.405 -0.555 2.066
C -2.218 0.507 1.730
C -1.644 1.703 1.279
C -0.256 1.798 1.236
H 0.618 -1.227 2.352
H -1.878 -1.484 2.329
H -3.314 0.404 1.906
H -2.282 2.495 0.900
H 0.202 2.688 0.811
O -0.465 -2.654 4.536
N -0.101 -3.787 4.473
O 0.392 -4.283 3.477
C -0.261 -4.683 5.559
C -0.166 -6.013 5.216
C -0.208 -6.940 6.284
C -0.503 -6.482 7.545
C -0.809 -5.186 7.782
C -0.651 -4.236 6.789
H -0.014 -6.272 4.168
H 0.197 -7.915 6.082
H -0.570 -7.231 8.299
H -1.232 -4.870 8.732
H -0.679 -3.142 6.987
C -0.792 5.075 -0.765
O 0.488 4.601 -0.366
C 1.577 5.063 -1.191
C 2.047 6.446 -0.712
O 1.226 7.379 -1.306
C 1.661 8.651 -1.224
H -1.535 4.354 -0.394
H -0.851 5.165 -1.885
H -0.949 6.116 -0.338
H 1.221 5.087 -2.196
H 2.372 4.357 -1.071
H 3.081 6.493 -1.091
H 2.057 6.479 0.365
H 1.058 9.269 -1.881
H 2.736 8.814 -1.476
H 1.497 9.155 -0.276
C 0.970 -2.815 -4.111
O 0.442 -3.156 -2.871
C -1.006 -2.980 -2.900
C -1.452 -2.868 -1.490
O -2.875 -2.896 -1.540
C -3.507 -2.614 -0.306
H 0.791 -1.805 -4.515
H 0.645 -3.542 -4.910
H 2.078 -2.885 -3.984
H -1.396 -3.859 -3.424
H -1.285 -2.036 -3.400
H -1.085 -1.914 -1.072
H -0.993 -3.641 -0.817
H -3.312 -1.608 0.028
H -3.215 -3.324 0.520
H -4.626 -2.736 -0.376
C -2.645 1.213 -3.245
O -1.326 0.992 -3.708
C -0.341 1.103 -2.651
C 1.067 1.147 -3.247
O 1.206 2.229 -4.096
C 2.303 2.061 -4.930
H -3.302 0.846 -4.022
H -2.916 2.295 -3.058
H -2.784 0.767 -2.226
H -0.473 0.329 -1.809
H -0.486 2.109 -2.157
H 1.305 0.169 -3.655
H 1.708 1.247 -2.415
H 2.254 2.795 -5.736
H 2.448 1.021 -5.246
H 3.250 2.246 -4.371
C 1.745 -3.193 -0.169
C 2.084 -1.796 -0.500
N 2.384 -0.767 -0.943
H 0.833 -3.252 0.357
H 2.509 -3.708 0.476
H 1.691 -3.778 -1.094
*
```


Record 2
A cluster of 4 separate species, C17H21BN4O5 in total at a distorted geometry. Source: OMol25; level of theory: ωB97M-V/def2-TZVPD.

Its SMILES is O=C1c2ccc(CB(O)O)cc2C(=O)N1CCO.CC#N.CC#N.CC#N. Its HOMO energy is -9.2838 eV. The calculation puts the HOMO-LUMO gap at 9.279 eV. As for the molar mass: 372.2 g mol⁻¹.

ORCA input file:
```
! RIJCOSX wB97M-V def2-TZVPD def2/J DEFGRID3
* xyz 0 1
O -1.676 0.249 -3.040
C -1.540 -0.033 -1.872
C -0.221 -0.014 -1.141
C 1.022 0.251 -1.612
C 2.057 0.196 -0.715
C 1.814 -0.120 0.609
C 3.027 -0.184 1.530
B 3.858 -1.429 1.000
O 4.778 -1.300 -0.051
O 3.635 -2.666 1.575
C 0.555 -0.386 1.064
C -0.470 -0.341 0.162
C -1.942 -0.616 0.328
O -2.493 -0.977 1.340
N -2.521 -0.417 -0.941
C -3.711 0.465 -0.980
C -5.009 -0.346 -0.691
O -5.627 -0.688 -1.928
H 1.186 0.481 -2.656
H 3.070 0.373 -1.047
H 3.607 0.723 1.361
H 2.739 -0.293 2.563
H 4.373 -1.722 -0.820
H 3.653 -3.326 0.873
H 0.364 -0.636 2.100
H -3.867 0.890 -1.968
H -3.612 1.314 -0.295
H -5.661 0.300 -0.108
H -4.712 -1.256 -0.167
H -4.991 -1.245 -2.386
C -0.715 -1.347 -6.272
C 0.575 -1.143 -5.617
N 1.584 -0.978 -5.088
H -0.632 -1.114 -7.332
H -1.027 -2.383 -6.157
H -1.461 -0.696 -5.819
C 5.684 0.268 5.059
C 4.468 0.821 4.463
N 3.513 1.254 3.987
H 6.510 0.962 4.921
H 5.530 0.103 6.124
H 5.930 -0.680 4.584
C -3.624 2.884 3.001
C -3.574 3.077 1.553
N -3.535 3.220 0.410
H -4.645 2.668 3.308
H -2.983 2.051 3.283
H -3.282 3.786 3.505
*
```


Record 3
A cluster of 3 separate species, C19H37O7P in total at a distorted geometry. Source: OMol25; level of theory: ωB97M-V/def2-TZVPD.

Its SMILES is CCCC1=C(P(CC)CC)C(=O)OC1=O.COCCOC.COCCOC. Its HOMO energy is -8.6891 eV. The calculation puts the HOMO-LUMO gap at 7.648 eV. As for the molar mass: 408.5 g mol⁻¹.

ORCA input file:
```
! RIJCOSX wB97M-V def2-TZVPD def2/J DEFGRID3
* xyz 0 1
C -1.817 3.226 0.163
C -0.378 2.767 0.784
C -0.321 1.169 0.607
C 0.433 0.633 -0.691
C 0.075 -0.501 -1.529
P -1.455 -1.659 -1.387
C -1.475 -2.232 0.408
C -2.854 -2.931 0.882
C -2.925 -0.535 -1.834
C -3.811 -0.030 -0.594
C 1.268 -0.568 -2.576
O 1.773 -1.547 -3.184
O 1.925 0.695 -2.677
C 1.743 1.286 -1.374
O 2.400 2.233 -0.910
H -1.895 4.361 0.130
H -1.840 2.733 -0.883
H -2.638 2.803 0.854
H 0.495 3.338 0.328
H -0.367 2.971 1.922
H 0.259 0.763 1.513
H -1.366 0.719 0.672
H -1.238 -1.407 1.167
H -0.627 -3.012 0.500
H -3.639 -3.065 0.065
H -3.273 -2.297 1.754
H -2.552 -3.944 1.349
H -3.598 -0.998 -2.652
H -2.482 0.416 -2.325
H -3.346 -0.181 0.434
H -4.858 -0.509 -0.691
H -3.977 1.104 -0.737
C -1.599 3.254 5.476
O -2.787 2.976 6.203
C -3.944 3.534 5.582
C -4.755 2.462 4.864
O -4.061 1.971 3.718
C -3.485 0.696 3.940
H -0.786 2.677 5.919
H -1.694 2.971 4.424
H -1.354 4.318 5.553
H -3.671 4.344 4.897
H -4.558 3.961 6.382
H -5.686 2.910 4.502
H -5.017 1.646 5.545
H -4.274 -0.061 4.009
H -2.876 0.681 4.847
H -2.848 0.457 3.086
C 7.723 -1.955 -3.736
O 6.538 -2.239 -3.008
C 5.377 -1.681 -3.625
C 4.566 -2.751 -4.346
O 5.260 -3.238 -5.496
C 5.836 -4.517 -5.276
H 8.539 -2.532 -3.296
H 7.627 -2.236 -4.788
H 7.966 -0.891 -3.655
H 5.647 -0.868 -4.308
H 4.764 -1.258 -2.823
H 3.635 -2.304 -4.704
H 4.307 -3.570 -3.667
H 5.049 -5.274 -5.207
H 6.447 -4.533 -4.370
H 6.473 -4.755 -6.130
*
```


Record 4
A structure of composition C12H28F6N2O9PtS2 at a distorted geometry. Source: OMol25; level of theory: ωB97M-V/def2-TZVPD.

Its HOMO energy (alpha / beta) is -8.6537 / -9.4153 eV. The calculation puts the HOMO-LUMO gap (alpha / beta) at 8.675 / 8.540 eV. As for the molar mass: 717.6 g mol⁻¹.

ORCA input file:
```
! RIJCOSX wB97M-V def2-TZVPD def2/J DEFGRID3
* xyz 0 3
Pt 8.375 8.640 9.801
C 10.842 12.972 9.769
F 11.640 12.727 10.784
F 9.846 13.785 10.244
F 11.463 13.517 8.760
S 10.175 11.368 8.948
O 9.209 11.745 7.930
O 11.293 10.577 8.480
O 9.554 10.772 10.155
C 6.039 6.534 13.165
F 6.470 5.281 13.217
F 4.807 6.576 13.584
F 6.849 7.227 13.994
S 6.035 7.266 11.473
O 7.513 7.433 11.409
O 5.552 6.314 10.526
O 5.295 8.548 11.543
C 11.632 7.261 12.805
C 10.380 7.883 12.331
C 10.183 9.350 12.835
O 8.832 9.626 12.697
C 8.547 11.016 12.798
N 10.291 7.801 10.761
H 11.537 6.177 12.672
H 11.757 7.316 13.875
H 12.598 7.540 12.357
H 9.529 7.315 12.700
H 10.720 10.135 12.351
H 10.465 9.257 13.901
H 8.797 11.371 13.821
H 7.501 11.228 12.586
H 9.185 11.577 12.150
H 10.462 6.834 10.555
H 11.089 8.286 10.333
C 8.271 8.128 5.381
C 8.089 7.905 6.872
C 8.417 6.434 7.377
O 7.872 6.362 8.667
C 8.194 5.143 9.387
N 8.838 8.920 7.635
H 7.640 7.522 4.713
H 9.312 7.929 5.152
H 8.022 9.174 5.185
H 7.043 8.027 7.156
H 9.508 6.230 7.407
H 7.960 5.761 6.640
H 9.154 4.752 8.988
H 7.380 4.440 9.156
H 8.160 5.264 10.508
H 8.463 9.864 7.319
H 9.820 8.889 7.312
C 5.515 12.208 10.406
C 6.411 11.366 9.488
O 6.245 9.886 9.442
H 4.459 12.079 10.135
H 5.819 13.216 10.145
H 5.546 11.972 11.470
H 7.446 11.420 9.764
H 6.108 11.693 8.466
H 5.634 9.558 10.122
*
```


Repeat the third record exactly.
A cluster of 3 separate species, C19H37O7P in total at a distorted geometry. Source: OMol25; level of theory: ωB97M-V/def2-TZVPD.

Its SMILES is CCCC1=C(P(CC)CC)C(=O)OC1=O.COCCOC.COCCOC. Its HOMO energy is -8.6891 eV. The calculation puts the HOMO-LUMO gap at 7.648 eV. As for the molar mass: 408.5 g mol⁻¹.

ORCA input file:
```
! RIJCOSX wB97M-V def2-TZVPD def2/J DEFGRID3
* xyz 0 1
C -1.817 3.226 0.163
C -0.378 2.767 0.784
C -0.321 1.169 0.607
C 0.433 0.633 -0.691
C 0.075 -0.501 -1.529
P -1.455 -1.659 -1.387
C -1.475 -2.232 0.408
C -2.854 -2.931 0.882
C -2.925 -0.535 -1.834
C -3.811 -0.030 -0.594
C 1.268 -0.568 -2.576
O 1.773 -1.547 -3.184
O 1.925 0.695 -2.677
C 1.743 1.286 -1.374
O 2.400 2.233 -0.910
H -1.895 4.361 0.130
H -1.840 2.733 -0.883
H -2.638 2.803 0.854
H 0.495 3.338 0.328
H -0.367 2.971 1.922
H 0.259 0.763 1.513
H -1.366 0.719 0.672
H -1.238 -1.407 1.167
H -0.627 -3.012 0.500
H -3.639 -3.065 0.065
H -3.273 -2.297 1.754
H -2.552 -3.944 1.349
H -3.598 -0.998 -2.652
H -2.482 0.416 -2.325
H -3.346 -0.181 0.434
H -4.858 -0.509 -0.691
H -3.977 1.104 -0.737
C -1.599 3.254 5.476
O -2.787 2.976 6.203
C -3.944 3.534 5.582
C -4.755 2.462 4.864
O -4.061 1.971 3.718
C -3.485 0.696 3.940
H -0.786 2.677 5.919
H -1.694 2.971 4.424
H -1.354 4.318 5.553
H -3.671 4.344 4.897
H -4.558 3.961 6.382
H -5.686 2.910 4.502
H -5.017 1.646 5.545
H -4.274 -0.061 4.009
H -2.876 0.681 4.847
H -2.848 0.457 3.086
C 7.723 -1.955 -3.736
O 6.538 -2.239 -3.008
C 5.377 -1.681 -3.625
C 4.566 -2.751 -4.346
O 5.260 -3.238 -5.496
C 5.836 -4.517 -5.276
H 8.539 -2.532 -3.296
H 7.627 -2.236 -4.788
H 7.966 -0.891 -3.655
H 5.647 -0.868 -4.308
H 4.764 -1.258 -2.823
H 3.635 -2.304 -4.704
H 4.307 -3.570 -3.667
H 5.049 -5.274 -5.207
H 6.447 -4.533 -4.370
H 6.473 -4.755 -6.130
*
```